Entry 1:
Formula: C5H13BF4PtSe2
Source: the Open Molecules 2025 dataset
Level of theory: the ωB97M-V functional and the def2-TZVPD basis

**E_LUMO**: -0.0026 Ha
**E_HOMO**: -0.3393 Ha
**Kohn-Sham gap**: 9.16 eV

```
26
Properties=species:S:1:pos:R:3:forces:R:3:lowdin_charge:R:1
Pt 0.806 -0.458 0.929 -0.2 0.0 0.0 0.6345
Se 1.601 1.574 0.145 0.0 0.0 0.0 0.9396
Se 0.079 -1.150 -1.411 0.1 0.0 0.0 0.9590
F 0.152 -2.252 1.821 0.0 0.0 0.0 -0.1055
F -1.566 -3.628 2.511 0.0 0.0 0.0 0.1797
F -1.127 -3.367 0.264 0.0 0.0 0.0 0.0933
F -2.042 -1.634 1.457 0.0 0.0 0.0 0.1167
C 0.399 0.566 -2.304 0.0 0.0 0.0 -0.5315
C 1.449 0.042 2.800 0.1 0.0 0.0 -0.3181
C 1.638 1.256 -1.786 0.0 0.0 0.0 -0.5137
C -1.850 -1.094 -1.616 0.0 0.0 0.1 -0.3354
C 0.021 2.710 0.198 0.0 0.0 0.0 -0.3237
B -1.234 -2.762 1.515 0.0 0.0 0.0 -1.2412
H 2.533 0.653 -1.944 0.0 0.0 0.0 0.0707
H -0.486 1.184 -2.157 0.0 0.0 0.0 0.0600
H 2.318 0.699 2.836 0.0 0.0 0.0 -0.0293
H 0.187 3.573 -0.445 0.0 0.0 0.0 0.0389
H -0.092 3.032 1.229 0.0 0.0 0.0 0.0349
H 0.629 0.510 3.351 0.0 0.0 0.0 0.0020
H 1.701 -0.902 3.286 0.0 0.0 0.0 -0.0018
H -2.223 -2.026 -1.208 0.0 0.0 0.0 0.0219
H -0.855 2.146 -0.105 0.0 0.0 0.0 0.0243
H -2.259 -0.257 -1.057 0.0 0.0 0.0 0.0373
H 1.789 2.225 -2.262 0.0 0.0 0.0 0.0768
H 0.503 0.371 -3.371 0.0 0.0 0.0 0.0753
H -2.071 -1.015 -2.677 0.0 0.0 0.0 0.0353
```
Positions in Å, forces in eV/Å.

Entry 2:
Formula: C8H12AgBr6O6
Source: the Open Molecules 2025 dataset
Level of theory: the ωB97M-V functional and the def2-TZVPD basis

**E_LUMO**: 0.1807 Ha
**Charge**: -3
**E_HOMO**: 0.1204 Ha
**Kohn-Sham gap**: 1.64 eV

```
33
Properties=species:S:1:pos:R:3:forces:R:3:lowdin_charge:R:1
Ag -6.415 0.694 -22.351 0.7 0.2 1.9 0.5822
Br -9.458 -0.383 -28.751 -0.2 0.1 0.2 0.4767
Br -6.191 5.886 -21.850 -0.6 0.0 -0.2 0.6055
Br -9.465 3.440 -24.029 0.0 0.2 0.6 0.5104
Br -6.662 0.700 -25.206 0.1 -0.3 -0.3 0.5965
Br -7.406 -6.291 -22.607 -0.4 -0.2 0.0 0.4994
Br -8.070 -1.713 -22.521 0.2 -0.9 -0.2 0.6457
O -5.560 -1.499 -20.654 -0.3 0.1 -0.9 -0.2324
O -3.720 -0.749 -19.666 0.3 0.1 -0.5 -0.1807
O -7.708 1.388 -20.507 -0.3 -0.5 -1.3 -0.2693
O -6.753 2.014 -18.595 -0.2 0.3 -0.3 -0.1664
O -4.281 0.092 -21.646 -0.8 0.5 -1.2 -0.2408
O -6.099 2.950 -20.539 -0.2 0.1 -0.4 -0.2411
C -8.227 -4.508 -22.907 0.0 0.1 0.5 -0.6882
C -8.193 3.987 -22.611 1.7 -0.1 0.0 -0.6818
C -7.305 0.083 -26.987 0.4 1.0 0.2 -0.6914
C -7.891 5.437 -22.737 -0.7 1.6 -0.3 -0.7282
C -4.533 -0.714 -20.650 0.5 -1.1 1.6 -0.9941
C -6.817 2.116 -19.860 0.1 0.6 0.9 -0.9905
C -7.526 -3.549 -21.985 -0.2 1.1 0.4 -0.6612
C -8.790 0.325 -27.006 0.6 -0.4 -0.2 -0.6664
H -7.826 5.822 -23.754 0.4 -0.4 -0.1 0.0235
H -8.428 3.756 -21.573 -0.5 -0.8 -0.3 0.0710
H -7.898 -3.521 -20.963 -0.2 -0.5 -0.1 0.0527
H -9.288 -4.522 -22.665 0.0 -0.5 -0.1 0.0464
H -6.785 0.732 -27.689 -0.1 0.0 -0.1 0.0362
H -8.690 6.048 -22.308 0.3 0.0 0.4 0.0439
H -6.950 -0.927 -27.169 -0.4 -0.2 0.3 0.0460
H -7.242 3.496 -22.824 -0.4 -0.7 0.1 0.0191
H -9.287 -0.189 -26.189 -0.2 -0.1 -0.2 0.0549
H -6.456 -3.692 -21.850 0.2 0.7 -0.6 0.0492
H -8.115 -4.349 -23.973 0.3 0.3 0.1 0.0319
H -9.039 1.381 -27.006 0.0 0.0 0.0 0.0414
```
Positions in Å, forces in eV/Å.

Entry 3:
Formula: BrMn
Source: the Open Molecules 2025 dataset
Level of theory: the ωB97M-V functional and the def2-TZVPD basis

**E_LUMO (spin up / spin down)**: -0.5109 / -0.5370 Ha
**Charge**: +2
**⟨S²⟩**: 12.00
**2S+1**: 7
**E_HOMO (spin up / spin down)**: -0.8229 / -0.8064 Ha
**Kohn-Sham gap (spin up / spin down)**: 8.49 / 7.33 eV

```
2
Properties=species:S:1:pos:R:3:forces:R:3:lowdin_charge:R:1
Br 20.183 -9.777 20.885 -0.3 -1.0 -0.1 0.5217
Mn 19.238 -12.435 20.519 0.3 1.0 0.1 1.4783
```
Positions in Å, forces in eV/Å.

Copy entry 1 word for word.
Formula: C5H13BF4PtSe2
Source: the Open Molecules 2025 dataset
Level of theory: the ωB97M-V functional and the def2-TZVPD basis

**E_LUMO**: -0.0026 Ha
**E_HOMO**: -0.3393 Ha
**Kohn-Sham gap**: 9.16 eV

```
26
Properties=species:S:1:pos:R:3:forces:R:3:lowdin_charge:R:1
Pt 0.806 -0.458 0.929 -0.2 0.0 0.0 0.6345
Se 1.601 1.574 0.145 0.0 0.0 0.0 0.9396
Se 0.079 -1.150 -1.411 0.1 0.0 0.0 0.9590
F 0.152 -2.252 1.821 0.0 0.0 0.0 -0.1055
F -1.566 -3.628 2.511 0.0 0.0 0.0 0.1797
F -1.127 -3.367 0.264 0.0 0.0 0.0 0.0933
F -2.042 -1.634 1.457 0.0 0.0 0.0 0.1167
C 0.399 0.566 -2.304 0.0 0.0 0.0 -0.5315
C 1.449 0.042 2.800 0.1 0.0 0.0 -0.3181
C 1.638 1.256 -1.786 0.0 0.0 0.0 -0.5137
C -1.850 -1.094 -1.616 0.0 0.0 0.1 -0.3354
C 0.021 2.710 0.198 0.0 0.0 0.0 -0.3237
B -1.234 -2.762 1.515 0.0 0.0 0.0 -1.2412
H 2.533 0.653 -1.944 0.0 0.0 0.0 0.0707
H -0.486 1.184 -2.157 0.0 0.0 0.0 0.0600
H 2.318 0.699 2.836 0.0 0.0 0.0 -0.0293
H 0.187 3.573 -0.445 0.0 0.0 0.0 0.0389
H -0.092 3.032 1.229 0.0 0.0 0.0 0.0349
H 0.629 0.510 3.351 0.0 0.0 0.0 0.0020
H 1.701 -0.902 3.286 0.0 0.0 0.0 -0.0018
H -2.223 -2.026 -1.208 0.0 0.0 0.0 0.0219
H -0.855 2.146 -0.105 0.0 0.0 0.0 0.0243
H -2.259 -0.257 -1.057 0.0 0.0 0.0 0.0373
H 1.789 2.225 -2.262 0.0 0.0 0.0 0.0768
H 0.503 0.371 -3.371 0.0 0.0 0.0 0.0753
H -2.071 -1.015 -2.677 0.0 0.0 0.0 0.0353
```
Positions in Å, forces in eV/Å.